1.
{
  "formula": "C21H21IrN2O3S4",
  "method": "ωB97M-V with the def2-TZVPD basis set",
  "spin_multiplicity": 2,
  "homo_lumo_gap_ev": [6.926, 6.162],
  "homo_ev": [-4.30, -4.69],
  "total_charge": -1,
  "elements": ["Ir", "C", "C", "N", "N", "C", "S", "S", "C", "C", "C", "C", "C", "C", "C", "C", "C", "C", "C", "C", "C", "O", "H", "H", "H", "H", "H", "H", "H", "H", "H", "H", "H", "H", "H", "H", "C", "C", "S", "C", "C", "S", "H", "H", "H", "H", "H", "H", "O", "C", "O", "H"],
  "coordinates": [[1.28535, 0.06887, 0.47790], [-1.30676, -1.80040, -2.47794], [-0.02946, -1.30984, -1.84691], [0.03609, -1.20769, -0.55675], [-1.06919, -1.68409, 0.15745], [-1.29232, -1.10478, 1.28472], [-0.40842, 0.16532, 2.02999], [-2.73568, -1.66684, 2.17047], [-3.97302, -1.21532, 0.90951], [-4.18413, 0.26717, 0.83156], [-5.16788, 0.88350, 1.60143], [-5.33253, 2.25918, 1.56884], [-4.50089, 3.03915, 0.77437], [-3.50931, 2.43460, 0.01642], [-3.35620, 1.05536, 0.03846], [1.09859, -0.98024, -2.72243], [0.96079, -1.22077, -4.10661], [1.97038, -1.00590, -5.01295], [3.19798, -0.52010, -4.54762], [3.38540, -0.28130, -3.21459], [2.36279, -0.50386, -2.25182], [2.68196, -0.30221, -1.02049], [-2.12417, -1.73827, -1.77176], [-1.21438, -2.83976, -2.79949], [-1.53842, -1.18884, -3.34619], [-4.88798, -1.73308, 1.20061], [-3.62252, -1.62856, -0.03394], [-5.80398, 0.27646, 2.23677], [-6.10254, 2.72525, 2.17163], [-4.61709, 4.11586, 0.76053], [-2.82461, 3.02590, -0.57801], [-2.54990, 0.60908, -0.53376], [0.02647, -1.60775, -4.48270], [1.81495, -1.20760, -6.06462], [4.00466, -0.32744, -5.24642], [4.32356, 0.09933, -2.83262], [3.78812, -1.81733, 3.82455], [3.12131, -0.90505, 2.83278], [2.25436, -1.64142, 1.57713], [3.23171, 0.46981, 2.93138], [3.99701, 1.09346, 4.06793], [2.53554, 1.51325, 1.79341], [3.63208, -2.86021, 3.55261], [3.38337, -1.66332, 4.82833], [4.86393, -1.63167, 3.87041], [5.00049, 0.66990, 4.15479], [3.48514, 0.92291, 5.01920], [4.08843, 2.16792, 3.91952], [1.56738, 2.81110, -1.02757], [0.42400, 2.43690, -1.28575], [-0.20995, 1.41569, -0.85186], [-0.16052, 3.06766, -1.98988]],
  "forces_ev_per_angstrom": [[-1.0, -0.5, -0.7], [0.0, 0.0, 0.0], [0.2, -0.2, -0.1], [-0.2, 0.4, 0.3], [0.0, 0.0, 0.0], [0.0, 0.0, 0.1], [0.1, -0.2, 0.0], [0.0, 0.0, 0.0], [-0.1, -0.1, 0.0], [0.0, 0.0, 0.0], [0.0, 0.0, -0.1], [0.0, 0.0, 0.0], [0.0, 0.0, 0.0], [0.0, 0.0, 0.0], [0.1, 0.0, 0.0], [0.0, 0.1, 0.0], [0.0, 0.0, 0.0], [0.0, 0.0, 0.0], [0.0, 0.0, 0.0], [0.0, 0.0, 0.0], [-0.1, -0.2, -0.1], [0.0, 0.6, 0.1], [0.0, 0.0, 0.0], [0.0, 0.0, 0.0], [0.0, 0.0, 0.0], [0.0, 0.0, 0.0], [-0.1, 0.0, 0.0], [0.0, 0.0, 0.0], [0.0, 0.0, 0.0], [0.0, 0.0, 0.0], [0.0, 0.0, 0.0], [0.0, 0.0, 0.0], [0.0, 0.0, 0.0], [0.0, 0.0, 0.0], [0.0, 0.0, 0.0], [0.0, 0.0, 0.0], [0.0, 0.0, 0.0], [0.0, -0.1, 0.0], [0.1, 0.3, 0.1], [0.0, 0.0, 0.0], [0.0, 0.0, 0.0], [0.0, -0.1, -0.3], [0.0, 0.0, 0.0], [0.0, 0.0, 0.0], [0.0, 0.0, 0.0], [0.0, 0.0, 0.0], [0.0, 0.0, 0.0], [0.0, 0.0, 0.0], [-0.3, -0.3, 0.1], [0.2, 0.5, -0.1], [1.4, -0.2, 0.7], [-0.2, -0.1, 0.0]],
  "lowdin_charge": [0.74, -0.02, -0.24, -0.15, -0.06, -1.10, 0.56, 0.86, -0.43, -0.30, -0.06, -0.10, -0.10, -0.07, -0.05, -0.10, -0.06, -0.12, -0.11, -0.02, -0.35, -0.26, 0.05, 0.10, 0.08, 0.07, 0.06, 0.11, 0.09, 0.09, 0.10, 0.09, 0.09, 0.09, 0.09, 0.11, -0.13, -0.75, 0.72, -0.77, -0.13, 0.69, 0.06, 0.08, 0.08, 0.07, 0.08, 0.06, -0.08, -0.58, -0.19, 0.11]
}


2.
{
  "formula": "C21H21MnN3S5",
  "method": "ωB97M-V with the def2-TZVPD basis set",
  "spin_multiplicity": 2,
  "homo_lumo_gap_ev": [7.742, 7.738],
  "homo_ev": [-14.26, -14.21],
  "total_charge": 2,
  "elements": ["Mn", "S", "C", "C", "C", "C", "C", "C", "S", "C", "C", "C", "C", "C", "C", "C", "S", "C", "C", "C", "C", "C", "C", "S", "N", "H", "H", "H", "H", "H", "H", "H", "H", "H", "H", "H", "H", "H", "H", "H", "C", "N", "C", "N", "S", "H", "H", "H", "H", "H", "H"],
  "coordinates": [[-0.08722, -0.37990, 0.40266], [1.92238, 0.66317, 0.13238], [2.11021, 0.78564, -1.64763], [3.17282, 1.52307, -2.14890], [3.29094, 1.69573, -3.52107], [2.35181, 1.13946, -4.37634], [1.29747, 0.38506, -3.87411], [1.16453, 0.21106, -2.50636], [-0.09567, -0.86545, -1.83547], [-1.70164, -0.03440, -2.15299], [-2.63660, -0.31750, -1.00347], [-3.99820, -0.44265, -1.19924], [-4.82376, -0.57683, -0.09144], [-4.26736, -0.56014, 1.17557], [-2.89046, -0.44604, 1.30456], [-2.25665, -0.42757, 2.66904], [-0.46475, -0.06717, 2.66750], [-0.37980, 1.70204, 2.89973], [-0.59463, 2.25016, 4.15432], [-0.42719, 3.61621, 4.34883], [-0.01571, 4.43351, 3.30498], [0.22603, 3.89304, 2.05144], [0.03793, 2.52893, 1.85611], [0.21035, 1.89293, 0.21109], [-2.09870, -0.36265, 0.23030], [3.89344, 1.96417, -1.47334], [4.11612, 2.26934, -3.91942], [2.44619, 1.27895, -5.44433], [0.58812, -0.07618, -4.54904], [-2.12258, -0.36895, -3.09851], [-1.51019, 1.03930, -2.21198], [-4.40826, -0.42321, -2.19892], [-5.89267, -0.68007, -0.21866], [-4.88789, -0.63995, 2.05735], [-2.35590, -1.40148, 3.15213], [-2.75307, 0.30102, 3.31037], [-0.88061, 1.61087, 4.97963], [-0.60382, 4.03881, 5.32832], [0.12268, 5.49332, 3.46617], [0.54687, 4.52216, 1.23213], [2.84590, -4.25739, -1.50384], [1.63885, -3.68593, -0.92243], [1.51981, -3.29499, 0.33431], [2.55583, -3.38509, 1.15948], [0.00246, -2.71102, 0.92016], [2.68569, -4.40364, -2.56726], [3.07898, -5.22507, -1.05679], [3.69269, -3.58119, -1.37799], [0.79331, -3.65610, -1.47287], [3.42088, -3.83349, 0.89778], [2.42107, -3.13392, 2.12609]],
  "forces_ev_per_angstrom": [[-0.4, -0.7, 0.2], [0.3, 0.2, -0.2], [-0.2, -0.1, 0.2], [0.0, 0.0, 0.0], [0.0, 0.0, 0.0], [0.0, 0.0, 0.0], [0.0, 0.0, -0.1], [0.0, 0.0, 0.1], [0.1, 0.2, 0.0], [0.1, 0.0, -0.1], [-0.1, 0.0, -0.1], [0.0, 0.0, 0.0], [0.0, 0.0, 0.1], [0.0, 0.0, -0.1], [-0.2, 0.0, 0.0], [0.1, 0.0, 0.1], [-0.1, 0.2, 0.0], [0.0, -0.1, 0.0], [0.0, 0.0, 0.0], [0.0, 0.0, 0.0], [0.0, 0.0, 0.0], [0.0, -0.1, 0.0], [0.0, -0.1, -0.1], [0.0, 0.3, 0.0], [0.1, 0.0, 0.0], [0.0, 0.0, 0.0], [0.0, 0.0, 0.0], [0.0, 0.0, 0.0], [0.0, 0.0, 0.0], [0.0, 0.0, 0.0], [0.0, 0.0, 0.0], [0.0, 0.0, 0.0], [0.0, 0.0, 0.0], [0.0, 0.0, 0.0], [0.0, 0.0, 0.0], [0.0, 0.0, 0.0], [0.0, 0.0, 0.0], [0.0, 0.0, 0.0], [0.0, 0.0, 0.0], [0.0, 0.0, 0.0], [0.1, 0.0, 0.0], [0.0, 0.0, -0.1], [0.0, 0.0, -0.1], [0.1, 0.0, 0.0], [-0.1, 0.1, 0.2], [0.0, 0.0, 0.0], [0.0, 0.0, 0.0], [0.0, 0.0, 0.0], [0.1, 0.0, 0.1], [0.0, 0.0, 0.0], [0.0, 0.0, -0.1]],
  "lowdin_charge": [-0.38, 0.76, -0.56, -0.07, -0.03, -0.03, -0.06, -0.49, 0.97, -0.30, -0.29, 0.02, 0.01, 0.02, -0.28, -0.30, 0.96, -0.48, -0.06, -0.02, -0.03, -0.07, -0.53, 0.80, 0.00, 0.12, 0.13, 0.13, 0.12, 0.10, 0.10, 0.13, 0.13, 0.14, 0.11, 0.11, 0.12, 0.13, 0.13, 0.12, -0.03, -0.03, -0.80, 0.16, 0.69, 0.10, 0.10, 0.10, 0.11, 0.12, 0.12]
}


3.
{
  "formula": "C21H21N2O7PbS2Te",
  "method": "ωB97M-V with the def2-TZVPD basis set",
  "homo_lumo_gap_ev": 7.926,
  "homo_ev": -11.64,
  "total_charge": 1,
  "elements": ["Pb", "O", "S", "O", "O", "C", "C", "C", "C", "C", "C", "S", "O", "O", "O", "H", "H", "H", "H", "C", "C", "C", "C", "C", "C", "Te", "C", "C", "C", "H", "H", "H", "H", "H", "H", "H", "H", "H", "H", "H", "N", "C", "O", "C", "C", "C", "N", "C", "C", "H", "H", "H", "H", "H", "H"],
  "coordinates": [[-2.24798, -0.93968, 0.25048], [-0.53274, 1.23152, 2.32108], [-1.87263, 1.11146, 2.91659], [-2.43746, 2.35290, 3.32172], [-2.75930, 0.37152, 1.96784], [-1.67502, 0.09395, 4.37389], [-2.30190, 0.55075, 5.52100], [-2.14434, -0.12399, 6.72173], [-1.30261, -1.22283, 6.78441], [-0.65632, -1.66764, 5.64048], [-0.86482, -1.02116, 4.42937], [-0.22369, -1.86805, 2.99882], [0.40059, -3.06601, 3.43701], [0.85021, -1.03716, 2.27594], [-1.34877, -2.06134, 2.08603], [-2.90267, 1.44107, 5.43501], [-2.66295, 0.21456, 7.60393], [-1.15583, -1.73688, 7.71990], [-0.00224, -2.52483, 5.65699], [4.69067, -2.37091, -3.68263], [3.69532, -2.01289, -2.62695], [2.35069, -1.86560, -2.94051], [1.41368, -1.47434, -1.99836], [-0.01017, -1.29382, -2.44250], [1.82109, -1.21466, -0.68280], [0.56323, -0.00922, 0.60362], [3.17150, -1.39975, -0.34075], [3.61055, -1.15089, 1.06448], [4.08073, -1.80432, -1.30836], [4.25799, -2.26776, -4.67427], [5.01838, -3.40169, -3.55832], [5.56947, -1.73393, -3.61290], [2.03028, -2.01870, -3.96046], [-0.12428, -1.64727, -3.46353], [-0.28832, -0.24108, -2.41712], [-0.69237, -1.86343, -1.80386], [3.09995, -0.25951, 1.45717], [4.68630, -1.01585, 1.12171], [3.33539, -1.99380, 1.69921], [5.11893, -1.92790, -1.03637], [-1.72312, 5.08112, -4.39497], [-1.93879, 3.77182, -4.61206], [-1.91932, 3.25558, -5.70561], [-2.15292, 2.91277, -3.38918], [-2.92135, 1.76017, -3.54305], [-2.97510, 0.84810, -2.50822], [-2.31894, 1.02034, -1.36056], [-1.63046, 2.14486, -1.18588], [-1.52202, 3.11934, -2.16460], [-1.56518, 5.67058, -5.19984], [-1.86788, 5.52117, -3.50518], [-3.42798, 1.57988, -4.47799], [-3.54329, -0.06532, -2.60517], [-1.13640, 2.25798, -0.22864], [-0.91580, 3.99076, -1.97777]],
  "forces_ev_per_angstrom": [[-0.9, -0.4, -0.7], [-0.4, 0.1, 0.5], [0.1, 0.7, 0.2], [-0.2, 0.0, 0.2], [-0.2, 0.0, 0.0], [-0.3, 0.7, -0.3], [0.0, 0.0, -0.2], [0.2, -0.1, -0.1], [-0.1, 0.2, -0.1], [0.1, -0.1, -0.2], [0.5, -0.5, -0.2], [-0.1, -1.5, 0.5], [0.1, 0.1, 0.2], [0.1, 0.2, 0.2], [0.1, 0.0, 0.3], [-0.1, 0.1, 0.1], [0.0, 0.1, 0.1], [0.1, -0.1, 0.1], [0.0, -0.1, 0.1], [0.0, -0.1, 0.0], [-0.2, 0.1, 0.2], [0.1, 0.1, 0.1], [-0.3, 0.0, 0.3], [0.1, 0.0, 0.0], [0.0, 0.0, -0.1], [1.5, 0.0, -1.5], [-0.3, 0.1, 0.2], [0.0, 0.0, 0.1], [-0.2, 0.0, 0.0], [0.0, 0.0, -0.1], [0.1, -0.1, 0.0], [0.1, 0.0, 0.0], [-0.1, -0.1, -0.1], [-0.2, 0.0, 0.0], [-0.2, 0.1, -0.1], [0.0, -0.1, -0.1], [0.4, -0.1, 0.1], [0.1, 0.1, 0.1], [0.0, 0.0, 0.1], [0.1, 0.0, 0.1], [0.1, 0.4, -0.1], [0.0, 0.0, 0.1], [-0.1, -0.1, -0.1], [0.0, -0.4, 0.2], [0.2, 0.1, 0.0], [-0.1, 0.1, -0.2], [0.0, 0.2, 0.2], [0.1, 0.3, 0.0], [-0.1, -0.1, -0.2], [0.0, -0.1, 0.1], [0.0, 0.0, 0.0], [0.0, -0.1, -0.1], [-0.1, -0.1, 0.0], [0.0, 0.1, 0.1], [0.1, 0.1, 0.0]],
  "lowdin_charge": [1.33, -0.54, 0.51, -0.24, -0.51, -0.23, -0.02, -0.02, -0.03, -0.02, -0.23, 0.58, -0.22, -0.60, -0.51, 0.12, 0.12, 0.12, 0.12, -0.03, -0.24, 0.00, -0.31, -0.09, -0.34, 1.67, -0.30, -0.06, 0.01, 0.08, 0.09, 0.09, 0.12, 0.09, 0.06, 0.03, 0.04, 0.09, 0.10, 0.13, 0.19, -0.51, 0.10, -0.10, 0.04, -0.13, -0.11, -0.14, 0.03, 0.13, 0.11, 0.13, 0.11, 0.08, 0.12]
}


4.
{
  "formula": "C21H21N3O3",
  "method": "ωB97M-V with the def2-TZVPD basis set",
  "homo_lumo_gap_ev": 9.062,
  "homo_ev": -8.51,
  "total_charge": 0,
  "elements": ["C", "C", "O", "C", "C", "C", "C", "C", "C", "C", "O", "N", "N", "C", "C", "C", "C", "C", "N", "C", "C", "C", "C", "C", "C", "C", "O", "H", "H", "H", "H", "H", "H", "H", "H", "H", "H", "H", "H", "H", "H", "H", "H", "H", "H", "H", "H", "H"],
  "coordinates": [[-2.00033, -3.61826, 1.46804], [-3.17488, -2.76068, 1.02274], [-2.65774, -1.46865, 0.73766], [-3.39194, -0.57796, 0.02026], [-4.77812, -0.66215, -0.08345], [-5.49588, 0.28075, -0.79576], [-4.84382, 1.32222, -1.43305], [-3.46842, 1.40079, -1.35682], [-2.72122, 0.47097, -0.63694], [-1.24405, 0.63108, -0.71924], [-0.70902, 1.28756, -1.58680], [-0.52683, 0.04616, 0.30018], [0.85391, -0.08476, 0.15459], [1.69459, 0.97532, 0.39322], [1.09648, 2.24746, 0.88828], [0.94705, 3.33187, -0.20877], [2.05737, 4.15683, 0.45198], [2.09068, 3.16611, 1.62344], [2.96329, 0.89906, 0.21384], [3.51506, -0.26654, -0.23294], [4.89669, -0.32698, -0.45483], [5.47299, -1.49753, -0.88833], [4.69748, -2.63648, -1.11146], [3.33926, -2.59774, -0.90051], [2.73671, -1.41628, -0.46050], [1.30354, -1.34670, -0.24832], [0.50508, -2.25859, -0.36944], [-1.60973, -3.25817, 2.41666], [-1.20852, -3.56626, 0.72410], [-2.31816, -4.64989, 1.58506], [-3.63620, -3.18003, 0.12055], [-3.93185, -2.69722, 1.81601], [-5.30435, -1.46622, 0.40679], [-6.57085, 0.19526, -0.85095], [-5.40193, 2.05752, -1.99103], [-2.92744, 2.18419, -1.86610], [-0.95600, -0.76682, 0.74052], [0.17446, 2.03116, 1.42992], [-0.03104, 3.80619, -0.19459], [1.14971, 2.98243, -1.21683], [2.98033, 4.17054, -0.12102], [1.78378, 5.17703, 0.71201], [1.69039, 3.56548, 2.55264], [3.05665, 2.70499, 1.80729], [5.48276, 0.56108, -0.27917], [6.53888, -1.53980, -1.05922], [5.16773, -3.54694, -1.45122], [2.71347, -3.46136, -1.06849]],
  "forces_ev_per_angstrom": [[-0.2, 0.3, -0.2], [0.0, -0.5, 0.2], [0.1, 0.3, -0.1], [-0.1, 0.3, -0.2], [0.1, -0.2, 0.2], [0.1, 0.0, 0.0], [-0.1, 0.0, 0.0], [0.1, -0.1, 0.1], [-0.3, -0.2, 0.0], [0.4, 0.0, -0.1], [0.0, 0.0, 0.0], [0.4, -0.3, 0.4], [-0.4, -0.2, -0.3], [0.1, 0.2, 0.2], [-0.3, -0.2, 0.2], [-0.1, 0.1, -0.4], [0.1, 0.3, 0.0], [0.2, 0.0, 0.3], [0.0, 0.6, 0.1], [-0.2, -0.7, -0.2], [0.0, -0.1, 0.0], [0.0, 0.1, 0.0], [-0.1, -0.2, 0.0], [0.0, 0.0, 0.0], [0.4, 0.2, 0.0], [-0.3, -0.1, 0.0], [0.1, 0.0, -0.1], [0.1, 0.0, 0.1], [0.0, 0.0, 0.0], [0.0, -0.1, 0.1], [0.0, 0.1, 0.1], [0.0, 0.0, -0.2], [0.0, -0.1, 0.1], [-0.1, 0.0, 0.0], [0.0, 0.1, -0.1], [0.0, 0.0, 0.0], [0.1, 0.2, -0.1], [0.1, 0.0, 0.0], [0.0, 0.0, 0.0], [-0.1, 0.0, 0.0], [0.1, 0.0, 0.0], [0.0, 0.1, 0.0], [0.0, 0.0, 0.0], [0.0, 0.0, 0.1], [0.0, 0.1, 0.0], [0.1, 0.0, 0.0], [0.0, -0.1, 0.0], [0.0, -0.1, 0.0]],
  "lowdin_charge": [-0.06, -0.23, -0.08, -0.20, -0.01, -0.07, -0.08, -0.01, -0.05, -0.38, 0.10, 0.14, 0.08, -0.21, -0.22, -0.13, -0.16, -0.14, 0.18, -0.20, -0.01, -0.07, -0.08, -0.01, -0.07, -0.33, 0.08, 0.08, 0.06, 0.08, 0.13, 0.12, 0.11, 0.11, 0.10, 0.12, 0.13, 0.14, 0.11, 0.10, 0.10, 0.10, 0.11, 0.10, 0.11, 0.10, 0.10, 0.12]
}


The evaluated energy for the records listed, in turn: -2845.30018; -4118.61413; -2706.09312; -1202.82982 a.u..